Density functional theory data (ωB97M-V/def2-TZVPD) for a cluster of 4 separate species, C27H25FN2O11S in total.

XYZ file:
```
67
Properties=species:S:1:pos:R:3
O 3.0655 3.9818 0.6197
S 3.0414 4.0269 -0.8016
O 2.9832 5.2311 -1.5417
F 4.3649 3.2959 -1.2350
N 1.9636 2.9361 -1.3974
C 1.5366 1.8919 -0.4652
O 1.1729 0.7958 -1.2571
C 0.1475 0.0012 -0.7003
O 0.5854 -0.7054 0.4240
C 0.3287 -0.1337 1.6916
C -0.2510 -1.1850 2.6212
O -0.2013 -0.7715 3.9839
C 0.9326 3.4702 -2.2514
C -0.3361 3.6984 -1.7613
C -1.2994 4.1402 -2.6546
N -1.0681 4.3747 -3.9405
C 0.1672 4.1560 -4.3874
C 1.1955 3.6881 -3.5847
H 0.6846 2.2199 0.1418
H 2.3710 1.6609 0.1986
H -0.1234 -0.7102 -1.4770
H -0.7036 0.6425 -0.4350
H -0.3664 0.7102 1.6052
H 1.2661 0.2519 2.1221
H 0.2873 -2.1296 2.4873
H -1.2956 -1.3751 2.3681
H 0.4543 -0.0736 4.0831
H -0.5952 3.5298 -0.7240
H -2.3100 4.3170 -2.3012
H 0.3479 4.3445 -5.4400
H 2.1800 3.5025 -3.9959
O -6.2837 3.3843 3.3815
C -5.2965 3.0644 2.7593
C -5.3767 2.6917 1.3225
C -4.2911 2.3386 0.6403
C -2.9576 2.3068 1.2868
O -1.9672 1.9865 0.6590
C -2.8724 2.6761 2.7197
C -3.9571 3.0282 3.4037
H -6.3624 2.7246 0.8765
H -4.3211 2.0598 -0.4054
H -1.8867 2.6402 3.1663
H -3.9250 3.3021 4.4503
O 1.3156 -1.6684 -3.3465
C 2.5102 -1.7366 -3.5422
C 3.0549 -2.6099 -4.6146
C 4.3632 -2.7045 -4.8324
C 5.3364 -1.9390 -4.0119
O 6.5287 -2.0257 -4.2106
C 4.7910 -1.0654 -2.9433
C 3.4823 -0.9648 -2.7239
H 2.3247 -3.1584 -5.1960
H 4.7843 -3.3349 -5.6052
H 5.5220 -0.5180 -2.3614
H 3.0599 -0.3321 -1.9541
O -0.6977 -7.9737 4.5767
C -1.0692 -6.9911 3.9735
C -1.7314 -7.1063 2.6481
C -2.1385 -6.0286 1.9839
C -1.9494 -4.6659 2.5415
O -2.3166 -3.6804 1.9390
C -1.2872 -4.5480 3.8665
C -0.8796 -5.6267 4.5293
H -1.8568 -8.1112 2.2657
H -2.6214 -6.0845 1.0166
H -1.1596 -3.5424 4.2499
H -0.3944 -5.5702 5.4954
```

LUMO in eV: -2.064
Structure (SMILES): O=S(=O)(F)N(COCOCCO)c1ccncc1.O=C1C=CC(=O)C=C1.O=C1C=CC(=O)C=C1.O=C1C=CC(=O)C=C1
HOMO-LUMO gap in Eh: 0.296